This record from the Open Molecules 2025 dataset describes 2 unconnected molecules or ions with the total composition CHClO2PS in a non-equilibrium geometry. The level of theory is the ωB97M-V functional and the def2-TZVPD basis.

The geometry in XYZ format:
```
7
Properties=species:S:1:pos:R:3:lowdin_charge:R:1
C 0.0861 0.8385 0.5691 -1.123
O 0.0617 0.3541 1.6852 -0.299
O -0.1329 -2.3546 0.1371 -0.580
P 0.3271 -2.1628 1.5157 0.450
S 0.0537 2.4121 0.2529 0.429
Cl 2.4043 -2.3387 1.4590 0.038
H 0.0577 0.0488 -0.4190 0.084
```

E in eV: -37797.30866
ΔE to the lowest compared entry with this formula, charge and spin in kJ/mol: 132.2
Net charge: -1
Highest occupied orbital energy in eV: -3.812
LUMO energy in Eh: 0.1294
Largest force on an atom in eV Å⁻¹: 4.4

---

This record from the Open Molecules 2025 dataset describes a single CHClO3 molecule in a non-equilibrium geometry. The level of theory is the ωB97M-V functional and the def2-TZVPD basis.

The geometry in XYZ format:
```
6
Properties=species:S:1:pos:R:3:lowdin_charge:R:1
O 0.8262 1.2700 0.0077 0.143
C 0.8972 0.1393 -0.1261 -0.829
Cl 2.1619 -0.9695 -0.0882 0.809
O -0.4881 -0.7591 -0.1081 -0.181
O -1.5760 0.1687 -0.3103 -0.039
H -1.8212 0.1507 0.6251 0.097
```

E in eV: -19714.51365
ΔE to the lowest compared entry with this formula, charge and spin in kJ/mol: 239.1
Highest occupied orbital energy in eV: -10.926
SMILES string: O=C(Cl)OO
LUMO energy in Eh: 0.0147
Largest force on an atom in eV Å⁻¹: 5.5